# 1
DFT (ωB97M-V/def2-TZVPD) results for the ion C15H19FN2 with charge +2.

Calculated values
gap between HOMO and LUMO	9.028	eV
lowest unoccupied orbital energy	-8.066	eV
E_HOMO	-17.1	eV
charge	+2

```
37
C15H19FN2 (ωB97M-V/def2-TZVPD)
C -2.9036 -1.9648 -5.4075
C -1.4827 -1.3044 -5.1355
N -1.2916 -0.8646 -3.7204
C -0.2002 -1.4104 -3.0479
C 0.1302 -1.0968 -1.6753
C -0.7510 -0.1317 -0.9483
C -0.3349 0.2084 0.4934
C -0.1150 -0.8757 1.4782
C 0.3247 -0.4886 2.8272
N 0.5474 0.8166 3.2059
C 1.0313 1.0581 4.6007
C 2.6100 1.0317 4.7413
C 3.3841 1.4020 3.4217
F 4.7748 1.3878 3.6531
C 0.3191 1.8495 2.3052
C -0.1136 1.6026 0.9446
C -1.8973 0.4283 -1.6623
C -2.1107 0.0077 -3.0583
H -3.3007 -1.5402 -6.3693
H -2.8406 -3.0768 -5.5706
H -3.6091 -1.8149 -4.5445
H -0.7249 -2.1108 -5.3519
H -1.2355 -0.4780 -5.8618
H 0.4850 -2.1093 -3.5924
H 1.0039 -1.5376 -1.1438
H -0.2729 -1.9536 1.2236
H 0.4918 -1.2962 3.5873
H 0.6507 2.0418 4.9970
H 0.6160 0.2311 5.2419
H 3.0059 0.0507 5.1188
H 2.8975 1.8074 5.5095
H 3.0989 0.7636 2.5352
H 3.1384 2.4720 3.1407
H 0.5069 2.8872 2.6640
H -0.2987 2.4011 0.1864
H -2.5651 1.1640 -1.1551
H -2.9683 0.4429 -3.6310
```

***

# 2
DFT (ωB97M-V/def2-TZVPD) results for a structure of composition C15H19FeN2O3.

Calculated values
gap between HOMO and LUMO (alpha / beta)	6.660 / 5.577	eV
lowest unoccupied orbital energy (alpha / beta)	-2.501 / -5.542	eV
E_HOMO (alpha / beta)	-9.2 / -11.1	eV
charge	+1
energy above the lowest of the compared OMol25 structures with the same formula, charge and spin	15.7	kcal/mol
⟨S²⟩	6.089
spin multiplicity	5

```
40
C15H19FeN2O3 (ωB97M-V/def2-TZVPD)
O -3.3305 3.6557 -4.9289
C -2.7424 2.8967 -4.2711
Fe -2.0357 2.3390 -2.8075
C -1.2735 3.8399 -2.3333
O -0.9500 4.8529 -1.8487
C -3.2991 2.7124 -1.6432
O -4.0548 3.2249 -0.9169
C -0.0003 0.0789 0.5465
C -1.0705 -0.8137 0.0273
C -1.9872 -0.5266 -0.9527
C -1.8780 0.1642 -2.1971
C -0.6615 0.7219 -2.6823
C 0.3879 1.1848 -1.7784
C 0.4442 1.1542 -0.4251
H -0.3312 0.5669 1.4802
H -1.2392 -1.7226 0.6271
H -2.9727 -0.9902 -0.7901
H -2.7030 -0.0187 -2.9032
H -0.3588 0.4527 -3.7072
H 1.2488 1.6290 -2.3124
H 1.0168 1.9446 0.0822
N 0.8519 0.6060 3.3375
C 1.2960 -0.7962 3.4198
C 0.9383 -1.5589 2.1480
C 1.7340 -2.8169 1.8695
C 1.8991 -2.9002 0.3416
C 1.8630 -1.4544 -0.1730
N 1.1781 -0.6772 0.9383
H -0.1706 0.6568 3.3774
H 1.1915 1.1269 4.1441
H 2.3930 -0.8158 3.5419
H 0.8219 -1.3307 4.2615
H -0.1314 -1.7723 2.1644
H 2.7198 -2.7416 2.3529
H 1.2096 -3.6880 2.2810
H 2.8583 -3.3636 0.0740
H 1.0828 -3.4766 -0.1317
H 2.8745 -1.0198 -0.3139
H 1.3263 -1.3512 -1.1203
H 1.8546 0.0270 1.2218
```

***

# 3
DFT (ωB97M-V/def2-TZVPD) results for a cluster of 2 separate species, C15H19N3 in total.

Calculated values
gap between HOMO and LUMO	8.754	eV
SMILES	CCc1c[nH]c2ccccc12.CCc1c[nH]cn1
lowest unoccupied orbital energy	0.759	eV
E_HOMO	-8.0	eV
energy above the lowest of the compared OMol25 structures with the same formula, charge and spin	63.0	kcal/mol

```
37
C15H19N3 (ωB97M-V/def2-TZVPD)
C 3.2213 -1.7412 2.2694
C 3.2044 -0.7638 0.9827
C 2.1295 0.2750 0.9149
C 1.5840 0.7521 2.1051
N 0.3858 1.4724 1.7647
C 0.3510 1.5964 0.3701
C -0.5753 2.3824 -0.3783
C -0.2747 2.4008 -1.7332
C 0.8303 1.7906 -2.2387
C 1.7507 1.0123 -1.5291
C 1.4257 0.9033 -0.2153
H 2.2483 -1.9649 2.4671
H 3.7529 -1.2659 3.1139
H 3.8634 -2.6102 2.1782
H 4.2550 -0.4552 1.1494
H 3.0494 -1.4851 0.1111
H 1.9959 0.6899 3.1016
H -0.2015 1.9484 2.5459
H -1.5277 2.6849 0.2029
H -0.8784 3.0368 -2.3373
H 1.0910 2.0146 -3.3299
H 2.6623 0.6946 -1.9750
C -0.7956 -1.7461 1.7760
C -2.0505 -2.1580 0.9740
C -2.1019 -1.3926 -0.2558
C -1.1135 -0.8229 -1.0307
N -1.8875 -0.4415 -2.1588
C -3.1786 -0.7756 -2.0510
N -3.4451 -1.3920 -0.8931
H -0.0140 -1.2571 1.2368
H -0.1821 -2.4747 2.2789
H -1.1643 -1.1195 2.6251
H -2.1304 -3.1884 0.7650
H -2.9403 -1.9127 1.6267
H -0.0813 -0.7140 -0.9993
H -1.5091 0.1107 -2.8519
H -4.1013 -0.4808 -2.6589
```

***

# 4
DFT (ωB97M-V/def2-TZVPD) results for an isolated molecule of C15H19N3.

Calculated values
gap between HOMO and LUMO	7.510	eV
SMILES	[H]/N=C(/C)Cc1cnc2c(CCCC)cccc2n1
lowest unoccupied orbital energy	-0.905	eV
E_HOMO	-8.4	eV
energy above the lowest of the compared OMol25 structures with the same formula, charge and spin	165.9	kcal/mol

```
37
C15H19N3 (ωB97M-V/def2-TZVPD)
H 0.8609 4.7841 -0.9112
N 1.8121 4.5633 -1.2613
C 1.6353 3.7235 -2.2744
C 2.9369 3.1464 -3.0339
C 0.1653 3.2153 -2.7609
C -0.0438 1.7824 -2.0360
C -0.9396 1.6949 -0.7686
N -1.1846 0.5142 -0.0081
C -0.4738 -0.5938 -0.5860
C -0.5753 -2.0078 0.1394
C -1.4449 -2.0374 1.5061
C -0.4327 -1.4688 2.6606
C -1.0057 -1.9664 4.0849
C -2.2561 -1.0651 4.5943
C 0.1091 -3.2925 -0.3812
C 0.9947 -3.2261 -1.7037
C 1.0884 -1.8518 -2.3931
C 0.3886 -0.5315 -1.8690
N 0.6210 0.6680 -2.6277
H 3.8921 3.7231 -2.7649
H 3.0486 2.0374 -2.7198
H 2.8171 3.2353 -4.1819
H -0.6216 3.9803 -2.4075
H 0.1188 3.0947 -3.9103
H -1.4416 2.6667 -0.4086
H -1.8565 -3.0724 1.7530
H -2.2898 -1.2720 1.4267
H -0.4242 -0.3106 2.6309
H 0.6309 -1.8965 2.4943
H -0.1857 -2.0209 4.8880
H -1.3724 -3.0512 3.9347
H -2.1476 -0.7269 5.6912
H -3.2064 -1.7234 4.5450
H -2.4341 -0.1914 3.8807
H -0.0354 -4.2783 0.2007
H 1.5450 -4.1297 -2.1309
H 1.7119 -1.7750 -3.3615
```

***

# 5
DFT (ωB97M-V/def2-TZVPD) results for an isolated molecule of C15H19N3O4.

Calculated values
gap between HOMO and LUMO	8.434	eV
SMILES	C[C@@H](O)[C@H](N)C(=O)N[C@@H](Cc1c[nH]c2ccccc12)C(=O)O
lowest unoccupied orbital energy	0.567	eV
E_HOMO	-7.9	eV
energy above the lowest of the compared OMol25 structures with the same formula, charge and spin	13.5	kcal/mol

```
41
C15H19N3O4 (ωB97M-V/def2-TZVPD)
C 3.0699 1.5455 0.1024
C 2.4972 0.1991 0.5908
O 3.5636 -0.7258 0.7649
C 1.7996 0.4001 1.9248
N 1.4397 -0.9041 2.4899
C 0.5510 1.2424 1.7947
O 0.5054 2.4482 1.8131
N -0.6010 0.5193 1.7892
C -1.8819 1.2038 1.4664
C -2.0789 1.3569 -0.0478
C -2.0173 0.1250 -0.8329
C -2.8743 -0.9663 -0.7605
N -2.4725 -1.9338 -1.6331
C -1.2347 -1.5825 -2.1949
C -0.4020 -2.3162 -2.9999
C 0.7868 -1.6775 -3.4630
C 1.0094 -0.3596 -3.1258
C 0.2099 0.3870 -2.2474
C -0.9666 -0.2597 -1.7775
C -3.0760 0.4602 2.0646
O -4.1516 0.5432 1.5294
O -2.9082 -0.2391 3.1814
H 2.2134 2.2500 0.1050
H 3.7689 1.9777 0.8604
H 3.5048 1.5719 -0.9181
H 1.7735 -0.2594 -0.1602
H 4.0489 -0.7915 -0.0427
H 2.4605 0.9380 2.6021
H 2.1746 -1.5879 2.1589
H 1.5310 -0.8291 3.5223
H -0.4676 -0.4895 1.6428
H -1.7971 2.1601 1.9237
H -1.2997 2.0871 -0.3755
H -3.0242 1.8598 -0.1293
H -3.8437 -1.0245 -0.2969
H -2.9954 -2.7640 -1.8077
H -0.6996 -3.3143 -3.3918
H 1.4803 -2.1624 -4.1800
H 1.9349 0.0273 -3.5392
H 0.4245 1.3153 -1.7599
H -1.9553 -0.4306 3.3573
```

***

# 6
DFT (ωB97M-V/def2-TZVPD) results for an isolated molecule of C15H19N3O5.

Calculated values
gap between HOMO and LUMO	9.079	eV
SMILES	CCOC(=O)[C@H]1C(=O)NC(N2CCOCC2)=N[C@@H]1c1ccco1
lowest unoccupied orbital energy	0.603	eV
E_HOMO	-8.5	eV
energy above the lowest of the compared OMol25 structures with the same formula, charge and spin	43.2	kcal/mol

```
42
C15H19N3O5 (ωB97M-V/def2-TZVPD)
C 3.5185 -3.0185 2.3676
C 4.0179 -2.0762 1.2823
O 2.9437 -1.3258 0.7116
C 2.5338 -0.2552 1.3816
O 2.9930 0.1278 2.4237
C 1.3814 0.4219 0.6605
C 1.7860 0.8881 -0.7265
O 2.9159 1.0339 -1.1191
N 0.7069 1.1836 -1.5155
C -0.6127 0.8545 -1.1701
N -1.5880 1.3544 -1.9790
C -1.5031 2.6349 -2.6532
C -2.3215 2.5502 -3.9472
O -3.6578 2.2040 -3.6817
C -3.7358 0.9622 -3.0172
C -2.9636 0.9869 -1.6967
N -0.9020 0.0653 -0.2166
C 0.1699 -0.5389 0.5230
C -0.3147 -0.9305 1.8819
C -1.2584 -0.3842 2.6986
C -1.2361 -1.1489 3.8910
C -0.2773 -2.0940 3.7094
O 0.2855 -1.9714 2.4943
H 4.3412 -3.6303 2.7264
H 3.1149 -2.4442 3.1975
H 2.7359 -3.6629 1.9747
H 4.7557 -1.3793 1.6922
H 4.4506 -2.6268 0.4448
H 1.0746 1.2965 1.2462
H 0.9156 1.4949 -2.4548
H -0.4729 2.9018 -2.8841
H -1.9324 3.4204 -2.0138
H -2.3488 3.5192 -4.4481
H -1.8657 1.8046 -4.6173
H -4.7958 0.7784 -2.8396
H -3.3301 0.1686 -3.6624
H -2.9627 0.0094 -1.2183
H -3.4205 1.7173 -1.0168
H 0.5124 -1.4493 0.0053
H -1.8919 0.4462 2.4676
H -1.8473 -1.0072 4.7584
H 0.0858 -2.8816 4.3393
```

***

Respective max |F| values: 0.060 0.143 0.105 0.111 0.047 0.017 Eh/bohr.
Respective DFT total energy values: -791.70203 -2181.48167 -747.15722 -746.99327 -1048.25410 -1123.46623 Eh.